# 1
This record from the Open Molecules 2025 dataset describes a molecular structure, C24H39BrCoGe2N2. The level of theory is ωB97M-V/def2-TZVPD.

```
69
Properties=species:S:1:pos:R:3:lowdin_charge:R:1
Co -0.34 -0.07 1.18 0.73
Br -6.23 -4.77 1.29 1.17
C -4.63 -3.95 1.43 -0.63
C -4.56 -2.53 1.57 -0.03
C -3.34 -1.93 1.69 0.03
C -2.16 -2.70 1.70 -0.18
C -2.22 -4.10 1.52 0.03
C -3.43 -4.72 1.39 -0.03
N -0.94 -2.02 1.87 0.05
C 0.03 -2.61 2.50 0.02
C 1.31 -1.94 2.66 -0.23
C 2.36 -2.54 3.32 0.06
C 3.56 -1.83 3.44 0.03
C 3.64 -0.57 2.89 0.03
C 2.52 -0.03 2.23 -0.05
N 1.39 -0.70 2.12 0.03
H -5.48 -1.96 1.59 0.13
H -3.28 -0.85 1.82 0.10
H -1.31 -4.68 1.46 0.14
H -3.49 -5.79 1.25 0.14
H -0.10 -3.59 2.94 0.16
H 2.25 -3.53 3.74 0.14
H 4.41 -2.26 3.95 0.14
H 4.55 0.01 2.95 0.14
H 2.56 0.96 1.80 0.13
C -3.32 2.26 2.38 -0.20
Ge -2.26 3.13 1.00 0.79
C -3.19 3.10 -0.71 -0.23
C -1.64 4.88 1.52 -0.20
C -0.52 2.01 0.93 -0.43
H -4.32 2.70 2.42 0.04
H -2.86 2.37 3.36 0.04
H -3.45 1.19 2.18 -0.02
H -4.09 3.69 -0.57 0.04
H -3.49 2.10 -1.01 0.01
H -2.61 3.56 -1.51 0.03
H -2.50 5.54 1.67 0.04
H -1.00 5.32 0.75 0.03
H -1.08 4.84 2.46 0.04
H -0.49 1.70 2.02 0.03
H 0.28 2.76 0.99 0.02
C 3.61 1.29 -4.25 -0.09
C 3.04 1.61 -2.88 -0.28
C 1.84 2.55 -2.95 -0.27
C 1.19 2.78 -1.58 -0.28
Ge -0.03 1.37 -1.04 0.94
C 0.63 -0.51 -1.06 -0.34
C 0.50 -0.95 -2.54 -0.27
C 1.11 -2.32 -2.80 -0.24
C 2.62 -2.37 -2.60 -0.09
H 4.46 0.61 -4.18 0.08
H 3.95 2.20 -4.75 0.09
H 2.86 0.82 -4.90 0.08
H 3.81 2.07 -2.25 0.12
H 2.76 0.68 -2.37 0.07
H 1.11 2.18 -3.68 0.11
H 2.17 3.52 -3.34 0.13
H 0.57 3.68 -1.56 0.08
H 1.95 2.89 -0.80 0.08
H -1.38 1.30 -1.74 0.02
H 0.05 -1.28 -0.51 0.05
H 1.66 -0.58 -0.72 0.06
H 1.01 -0.21 -3.18 0.09
H -0.55 -0.94 -2.83 0.11
H 0.88 -2.60 -3.83 0.12
H 0.62 -3.06 -2.16 0.11
H 3.12 -1.62 -3.21 0.07
H 3.02 -3.34 -2.90 0.09
H 2.92 -2.22 -1.56 0.06
```

Properties
Net charge: +3
HOMO energy (alpha / beta), eV: -17.7 / -17.8
2S+1: 5

=====

# 2
This record from the Open Molecules 2025 dataset describes a single C18H16N8O3S molecule in a non-equilibrium geometry. The level of theory is ωB97M-V/def2-TZVPD.

```
46
Properties=species:S:1:pos:R:3:lowdin_charge:R:1
C -4.76 -5.24 0.21 -0.06
C -3.71 -4.23 -0.21 -0.26
O -3.94 -3.04 0.52 -0.04
C -3.10 -1.99 0.36 -0.26
C -3.37 -0.88 1.17 0.02
C -2.58 0.25 1.09 -0.02
C -1.51 0.30 0.19 -0.19
C -0.68 1.49 0.11 -0.08
C 0.69 1.70 0.04 -0.12
C 1.81 0.74 -0.02 -0.42
O 1.68 -0.46 -0.13 0.08
N 3.01 1.39 0.08 0.03
N 4.18 0.74 0.05 0.08
C 5.26 1.40 0.14 -0.10
C 6.54 0.74 0.11 -0.33
C 7.78 1.43 0.20 -0.15
C 8.85 0.60 0.15 -0.41
S 8.37 -1.05 0.01 1.00
C 6.72 -0.61 0.00 -0.36
N 0.91 3.04 0.06 0.06
N -0.19 3.66 0.12 0.08
N -1.19 2.76 0.16 0.01
C -2.52 3.15 0.14 -0.22
N -3.01 4.09 0.89 0.15
O -4.29 4.22 0.57 -0.07
N -4.65 3.35 -0.40 0.12
C -3.58 2.65 -0.71 -0.34
N -3.51 1.75 -1.71 0.17
C -1.24 -0.81 -0.60 -0.02
C -2.03 -1.94 -0.52 0.01
H -4.61 -6.17 -0.32 0.08
H -5.75 -4.86 0.00 0.08
H -4.68 -5.43 1.28 0.08
H -2.70 -4.61 0.01 0.13
H -3.78 -4.03 -1.29 0.13
H -4.19 -0.93 1.87 0.12
H -2.78 1.08 1.75 0.12
H 2.98 2.41 0.16 0.13
H 5.26 2.49 0.23 0.13
H 7.86 2.50 0.29 0.11
H 9.89 0.84 0.20 0.06
H 5.95 -1.35 -0.08 0.07
H -4.40 1.46 -2.09 0.11
H -2.80 1.03 -1.64 0.08
H -0.40 -0.80 -1.28 0.12
H -1.79 -2.79 -1.15 0.11
```

Properties
HOMO energy, eV: -8.3
2S+1: 1
Structure (SMILES): CCOc1ccc(-c2c(C(=O)N/N=C/c3ccsc3)nnn2-c2nonc2N)cc1

=====

# 3
This record from the Open Molecules 2025 dataset describes a molecular structure, C37H30N5O2SiTi in a non-equilibrium geometry. The level of theory is ωB97M-V/def2-TZVPD.

```
76
Properties=species:S:1:pos:R:3:lowdin_charge:R:1
Ti -0.89 1.05 -0.90 1.08
O 2.85 -0.40 -3.06 0.06
C 3.64 0.50 -2.41 -0.27
C 5.02 0.33 -2.49 -0.03
C 5.86 1.22 -1.86 -0.10
C 5.34 2.29 -1.14 -0.10
C 3.97 2.47 -1.07 -0.03
C 3.10 1.58 -1.71 -0.09
C 1.64 1.78 -1.64 -0.42
O 0.85 0.70 -1.68 -0.20
N 1.13 2.96 -1.51 0.09
N -0.23 2.83 -1.35 -0.19
C -1.06 3.87 -1.68 -0.13
C -2.37 3.48 -1.72 -0.30
C -3.48 4.34 -2.04 -0.07
C -4.73 3.84 -2.12 -0.12
C -4.94 2.44 -1.88 -0.11
C -3.88 1.66 -1.56 -0.15
N -2.59 2.11 -1.46 -0.04
H 1.94 -0.28 -2.73 0.08
H 5.40 -0.52 -3.04 0.11
H 6.93 1.07 -1.92 0.09
H 6.01 2.99 -0.64 0.09
H 3.54 3.30 -0.53 0.11
H -0.69 4.84 -1.94 0.10
H -3.28 5.39 -2.22 0.10
H -5.57 4.48 -2.37 0.09
H -5.92 2.00 -1.94 0.08
H -4.02 0.61 -1.39 0.08
C 1.36 2.35 4.31 -0.12
C 0.26 1.52 4.49 -0.11
C -0.44 1.01 3.41 -0.04
C -0.05 1.35 2.11 -0.29
C 1.05 2.19 1.92 -0.03
C 1.74 2.68 3.01 -0.09
N -0.68 0.82 0.98 -0.14
N -1.95 0.29 1.22 0.06
C -2.44 -0.53 0.31 -0.40
C -3.78 -1.02 0.58 -0.04
C -4.46 -1.72 -0.34 -0.10
C -3.90 -2.00 -1.63 -0.12
C -2.62 -1.66 -1.89 -0.17
C -1.76 -0.96 -0.93 -0.36
H 1.90 2.74 5.16 0.09
H -0.05 1.25 5.49 0.09
H -1.29 0.36 3.55 0.10
H 1.33 2.47 0.91 0.09
H 2.59 3.34 2.85 0.10
H -4.19 -0.79 1.55 0.11
H -5.46 -2.09 -0.11 0.10
H -4.49 -2.50 -2.39 0.09
H -2.18 -1.93 -2.84 0.10
C 4.28 -1.82 0.26 -0.10
C 3.76 -2.71 -0.68 -0.09
C 2.40 -2.74 -0.93 -0.12
C 1.52 -1.88 -0.26 -0.27
C 2.06 -1.00 0.68 -0.09
C 3.42 -0.97 0.94 -0.07
Si -0.31 -2.17 -0.62 0.78
C -0.95 -3.23 0.79 -0.25
C -0.68 -2.89 2.12 -0.08
C -1.25 -3.59 3.17 -0.09
C -2.11 -4.65 2.91 -0.10
C -2.39 -5.01 1.60 -0.10
C -1.82 -4.30 0.55 -0.10
H 5.34 -1.78 0.44 0.10
H 4.43 -3.37 -1.22 0.10
H 2.02 -3.42 -1.68 0.09
H 1.41 -0.32 1.20 0.07
H 3.81 -0.26 1.65 0.11
H -0.29 -3.00 -1.85 0.04
H -0.01 -2.07 2.34 0.09
H -1.03 -3.31 4.19 0.10
H -2.56 -5.20 3.73 0.09
H -3.06 -5.83 1.39 0.09
H -2.06 -4.57 -0.47 0.10
```

Properties
Net charge: -1
HOMO energy, eV: -3.1
2S+1: 1

=====

# 4
This record from the Open Molecules 2025 dataset describes a molecular structure, C13H17IN6O2OsS in a non-equilibrium geometry. The level of theory is ωB97M-V/def2-TZVPD.

```
41
Properties=species:S:1:pos:R:3:lowdin_charge:R:1
Os -0.76 -0.43 0.40 1.40
N 2.01 0.63 3.66 0.04
C 1.42 0.20 2.48 -0.83
S -0.34 -0.04 2.62 0.64
N 2.12 0.11 1.42 -0.02
N 1.46 -0.30 0.25 -0.16
C 1.36 0.71 -0.64 -0.20
C 0.57 0.59 -1.81 -0.34
C 0.84 1.50 -2.88 -0.03
C 0.07 1.35 -3.99 -0.07
C -0.96 0.38 -4.02 -0.08
C -1.22 -0.39 -2.92 -0.13
N -0.45 -0.31 -1.80 -0.04
H 1.55 0.33 4.50 0.07
H 3.01 0.51 3.67 0.09
H 1.85 1.66 -0.46 0.12
H 1.62 2.23 -2.77 0.11
H 0.23 1.97 -4.86 0.10
H -1.58 0.25 -4.90 0.10
H -2.04 -1.10 -2.88 0.12
O -2.54 -0.36 0.43 -0.49
I -2.36 5.67 -1.25 0.87
C -1.61 4.06 -0.20 -0.76
C -0.97 4.08 1.01 -0.13
N -0.66 2.81 1.30 0.00
N -1.06 1.97 0.34 -0.09
C -1.65 2.71 -0.58 -0.18
H -0.73 4.89 1.68 0.12
H -0.22 2.41 2.13 0.10
H -2.06 2.25 -1.46 0.12
C 0.99 -3.89 -0.02 -0.05
C 0.28 -3.10 1.06 -0.55
C -0.38 -3.94 2.14 -0.05
O -0.73 -2.30 0.45 -0.37
H 1.82 -4.45 0.42 0.08
H 1.39 -3.21 -0.77 0.07
H 0.31 -4.60 -0.49 0.08
H 1.01 -2.43 1.53 0.09
H -1.08 -4.65 1.70 0.08
H -0.92 -3.30 2.83 0.07
H 0.38 -4.50 2.69 0.08
```

Properties
HOMO energy (alpha / beta), eV: -6.1 / -8.5
2S+1: 5

=====

The calculation returns the following energy relative to the best compared isomer or geometry (same formula, charge and spin) values, one per record and in order: 12.3 4.3 0.0 0.0 kJ/mol.